w) The following is a DFT calculation (ωB97M-V/def2-TZVPD) of the molecule C4H5NOS.

```
! RIJCOSX wB97M-V def2-TZVPD def2/J DEFGRID3
* xyz 0 1
C -1.5182 -0.3854 0.0647
C -0.8925 0.7648 0.3785
C 0.5788 1.1395 0.0592
C 2.0068 0.3505 -0.0915
H 0.1214 -1.6031 -0.4934
H -1.3591 -2.5516 -0.4363
H -2.6383 -0.3632 0.3089
H -1.5147 1.5986 0.6017
H 2.9050 1.3403 -0.1124
N -0.9911 -1.6074 -0.2251
O 0.9217 2.4286 -0.2123
S 2.3802 -1.1117 0.1580
*
```

Results
- SMILES = N/C=C\C(=O)C=S
- Kohn-Sham gap (hartree) = 0.2859

***

x) The following is a DFT calculation (ωB97M-V/def2-TZVPD) of a cluster of 2 separate species, C4H5NOS in total.

```
! RIJCOSX wB97M-V def2-TZVPD def2/J DEFGRID3
* xyz 0 1
C 2.2153 0.9168 1.5018
C -0.2780 -0.4540 0.9437
C -1.1378 -0.5762 -1.3446
C -0.3127 0.2150 -0.3168
N 3.0228 0.4256 0.8393
O -0.4884 -1.3495 1.6297
S 0.9712 1.5532 2.3684
H -2.1576 -0.7123 -0.9941
H -1.1605 -0.0216 -2.2780
H -0.6969 -1.5501 -1.5277
H -0.7104 1.2262 -0.1857
H 0.7330 0.3270 -0.6359
*
```

Results
- Kohn-Sham gap (hartree) = 0.2789

***

x) ends up most stable, edging out the next structure by 0.0781 hartree.

***

w) The following is a DFT calculation (ωB97M-V/def2-TZVPD) of the molecule C3H3Br3O.

```
! RIJCOSX wB97M-V def2-TZVPD def2/J DEFGRID3
* xyz 0 1
C -0.5111 -0.5926 1.4370
C -0.0748 0.3131 0.3517
C 0.6985 -0.2293 -0.8704
O 1.1977 0.8063 -1.5308
Br -1.6535 -0.0749 2.7765
Br -0.8892 1.9769 0.1148
Br -0.7474 -1.2660 -1.8887
H -0.1057 -1.6353 1.6420
H 1.3712 -0.9757 -0.7360
H 0.7143 1.6775 -1.2959
*
```

Results
- SMILES = O[C@H](Br)/C(Br)=C/Br
- Kohn-Sham gap (hartree) = 0.3228

***

x) The following is a DFT calculation (ωB97M-V/def2-TZVPD) of a structure of composition C3H3Br3O.

```
! RIJCOSX wB97M-V def2-TZVPD def2/J DEFGRID3
* xyz 0 1
C -0.8359 -0.9744 -0.3147
C -1.3761 0.1673 -0.7445
C 1.4956 0.5492 0.8300
O 0.1549 -1.5794 -0.8690
Br -2.7269 1.0807 0.0832
Br 1.9605 2.1609 -0.0190
Br 2.2731 -1.0256 0.1406
H -1.0710 -1.1909 0.7378
H -1.2072 0.3447 -1.8320
H 1.3331 0.4675 1.9876
*
```

Results
- Kohn-Sham gap (alpha / beta) (hartree) = 0.3007 / 0.2444

***

y) The following is a DFT calculation (ωB97M-V/def2-TZVPD) of a cluster of 3 separate species, C3H3Br3O in total.

```
! RIJCOSX wB97M-V def2-TZVPD def2/J DEFGRID3
* xyz 0 1
C -1.6296 1.1835 -0.9323
C 1.3327 -0.1697 0.4926
C 1.2396 0.8226 -0.3469
O -2.6527 1.6309 -0.9298
Br -1.1160 -2.4564 0.4839
Br 0.9314 0.2585 2.2239
Br 1.5909 0.8481 -2.2253
H 1.8002 -1.1420 0.2354
H -2.2447 -2.6653 1.0325
H 0.7481 1.6899 -0.0339
*
```

Results
- Kohn-Sham gap (hartree) = 0.3634

***

y) ends up most stable, edging out the next structure by 0.0036 hartree.

***

w) The following is a DFT calculation (ωB97M-V/def2-TZVPD) of a structure of composition C3H3Br3O.

```
! RIJCOSX wB97M-V def2-TZVPD def2/J DEFGRID3
* xyz 0 1
C 1.5061 -0.2893 -0.2669
C 0.7116 0.3322 0.7724
C -1.4938 0.0532 -0.1352
O 1.2776 1.1317 -0.2115
Br -2.5757 -0.1631 1.4026
Br -1.7750 1.6131 -1.0377
Br -1.4978 -1.5601 -1.2201
H 2.5074 -0.7313 0.0730
H 0.9956 -0.9274 -1.1254
H 0.3441 0.5410 1.7488
*
```

Results
- Kohn-Sham gap (alpha / beta) (hartree) = 0.2980 / 0.2981

***

x) The following is a DFT calculation (ωB97M-V/def2-TZVPD) of a structure of composition C3H3Br3O.

```
! RIJCOSX wB97M-V def2-TZVPD def2/J DEFGRID3
* xyz 0 1
C -1.2194 1.0076 -1.0365
C -0.8493 0.1274 -0.1610
C 0.9688 -0.2932 0.4355
O 1.0608 -0.9417 1.6689
Br -1.9043 -1.3076 0.7213
Br 1.9169 -1.1555 -1.1436
Br 1.8141 1.5604 0.6257
H -2.1619 1.1137 -1.3808
H -0.5966 1.7896 -1.3893
H 0.9709 -1.9008 1.6596
*
```

Results
- Kohn-Sham gap (hartree) = 0.3587

***

x) ends up most stable, edging out the next structure by 0.0761 hartree.

***

w) The following is a DFT calculation (ωB97M-V/def2-TZVPD) of the molecule C3H8NOP.

```
! RIJCOSX wB97M-V def2-TZVPD def2/J DEFGRID3
* xyz 0 1
C -1.8800 -0.4535 -0.2857
C 2.1523 0.0211 -0.1352
C -1.4468 -1.5744 0.2532
N 0.6372 0.0498 0.0802
O -1.7030 0.8257 0.1558
P -0.1770 1.3621 0.1057
H -2.4161 -0.6099 -1.2211
H 2.4913 -0.2754 -1.0735
H 2.6879 1.0826 0.0726
H 2.4451 -0.5771 0.6626
H -1.0290 -1.5880 1.3063
H -1.5467 -2.5996 -0.1562
H -0.1865 2.1197 -0.9549
H -0.0288 2.2170 1.1901
*
```

Results
- SMILES = C=CO[PH2]=NC
- Kohn-Sham gap (hartree) = 0.3467

***

x) The following is a DFT calculation (ωB97M-V/def2-TZVPD) of the molecule C3H8NOP.

```
! RIJCOSX wB97M-V def2-TZVPD def2/J DEFGRID3
* xyz 0 1
C 0.1147 -1.8895 -0.4569
C -1.2927 -0.4476 0.7873
C 1.4355 1.4791 -0.4432
N 0.0298 -0.7668 0.1951
O 2.5909 -0.8091 -0.1322
P 1.6591 0.0058 0.6542
H -0.8574 -2.5013 -0.6107
H 1.0412 -2.0534 -0.7497
H -1.9047 -0.0095 0.1021
H -1.6422 -1.2338 1.2847
H -1.0316 0.4605 1.3637
H 2.3153 2.1539 -0.3966
H 1.1961 1.2149 -1.3919
H 0.6159 2.2754 -0.2762
*
```

Results
- Kohn-Sham gap (alpha / beta) (hartree) = 0.2788 / 0.2788

***

x) ends up most stable, edging out the next structure by 0.0420 hartree.

***

w) The following is a DFT calculation (ωB97M-V/def2-TZVPD) of a cluster of 2 separate species, C3H8NOP in total.

```
! RIJCOSX wB97M-V def2-TZVPD def2/J DEFGRID3
* xyz 0 1
C 1.7010 1.0933 0.7215
C -1.8998 -1.2805 -1.2884
C -1.7644 0.1831 -0.8619
N -1.3765 0.6675 0.2385
O 2.0815 0.7460 1.8799
P 3.3567 0.0629 2.3888
H 2.3474 0.8492 -0.0889
H -2.1780 -1.8815 -0.4541
H -2.6112 -1.2410 -2.0385
H -1.0302 -1.5876 -1.7644
H -2.1188 0.9221 -1.5250
H -1.1156 0.0051 0.9443
H 0.8169 1.6596 0.6839
H 3.7911 -0.1981 1.1642
*
```

Results
- Kohn-Sham gap (alpha / beta) (hartree) = 0.2699 / 0.2953

***

x) The following is a DFT calculation (ωB97M-V/def2-TZVPD) of a cluster of 2 separate species, C3H8NOP in total.

```
! RIJCOSX wB97M-V def2-TZVPD def2/J DEFGRID3
* xyz 0 1
C 2.8914 -0.0346 0.1623
C -2.1474 0.9807 0.6469
C -1.3037 0.1588 -0.3743
N 3.5511 1.1020 -0.0157
O 3.4846 -1.0227 0.4874
P 0.4574 0.3428 -0.5469
H -1.5453 1.5908 1.2210
H -2.9457 1.5787 0.0320
H -2.8167 0.3789 1.3640
H -1.7734 -0.8468 -0.3782
H 3.1412 1.9817 -0.2179
H 4.5509 1.2115 0.3067
H 0.8207 1.6189 -0.6994
H 0.5888 0.0356 -1.8782
*
```

Results
- Kohn-Sham gap (alpha / beta) (hartree) = 0.2659 / 0.2737

***

x) ends up most stable, edging out the next structure by 0.0028 hartree.

***

w) The following is a DFT calculation (ωB97M-V/def2-TZVPD) of a structure of composition C5H5NO2.

```
! RIJCOSX wB97M-V def2-TZVPD def2/J DEFGRID3
* xyz 0 1
C 0.4676 0.7618 -1.0600
C 1.1519 -0.3164 -0.1225
C -0.7318 -0.1565 -0.8909
C -0.9662 0.4163 0.5392
C 0.3999 0.2130 1.1413
H 2.2569 -0.5792 0.1496
H -0.1871 -1.9679 -0.1250
H -1.6531 -0.2412 -1.4937
H -1.7820 1.1507 0.6971
H 0.6787 0.8213 1.9938
N 0.2263 -1.2501 -0.7702
O 0.8154 1.8315 -1.5240
O -0.6766 -0.6832 1.4650
*
```

Results
- Kohn-Sham gap (hartree) = 0.4001

***

x) The following is a DFT calculation (ωB97M-V/def2-TZVPD) of the molecule C5H5NO2.

```
! RIJCOSX wB97M-V def2-TZVPD def2/J DEFGRID3
* xyz 0 1
C -0.3446 2.4022 -2.2914
C -1.2496 0.9136 -0.6354
C 1.3079 -0.6114 1.7708
C -1.2003 -0.0703 0.1755
C -0.1925 -1.1460 0.1055
N -0.5930 1.4213 -1.5967
O 2.0836 -0.8915 2.6683
O 0.3750 -1.5060 1.4116
H 0.5694 2.3223 -2.9062
H 1.2524 0.3627 1.2742
H -1.9945 -0.0845 1.0315
H -0.6181 -2.0753 -0.4046
H 0.6042 -1.0371 -0.6031
*
```

Results
- Kohn-Sham gap (alpha / beta) (hartree) = 0.3121 / 0.3122

***

y) The following is a DFT calculation (ωB97M-V/def2-TZVPD) of the molecule C5H5NO2.

```
! RIJCOSX wB97M-V def2-TZVPD def2/J DEFGRID3
* xyz 0 1
C -0.7067 0.4434 0.0114
C 1.3660 -0.3324 -0.0241
C 2.4879 -1.0922 0.1731
C 1.4439 1.0888 -0.1388
C 0.2144 1.5583 0.0247
H -3.4153 -0.5193 0.5725
H 2.5108 -2.1415 -0.1225
H 3.5016 -0.8324 0.2133
H 2.4624 1.4589 -0.3731
H -0.4315 2.5518 0.2213
N -1.9127 0.3728 0.1441
O -2.5905 -0.9150 -0.1609
O 0.0815 -0.7254 -0.0638
*
```

Results
- SMILES = C=C1C=C/C(=N/O)O1
- Kohn-Sham gap (hartree) = 0.3097

***

w) ends up most stable, edging out the next structure by 0.0476 hartree.

***

w) The following is a DFT calculation (ωB97M-V/def2-TZVPD) of the molecule C4H6O2.

```
! RIJCOSX wB97M-V def2-TZVPD def2/J DEFGRID3
* xyz 0 1
C 1.4399 -0.3943 0.4959
C 0.0485 -0.0324 0.0450
C -0.6764 -0.8271 -0.7679
O -1.8090 -0.4952 -1.4190
C -0.5541 1.1929 0.5841
O 0.0139 1.9908 1.3033
H 1.8552 0.4621 1.0368
H 1.4560 -1.2617 1.1665
H 2.0896 -0.6088 -0.3605
H -1.8843 0.4685 -1.4393
H -0.3921 -1.8539 -0.9884
H -1.6361 1.3332 0.3657
*
```

Results
- SMILES = C/C(C=O)=C/O
- Kohn-Sham gap (hartree) = 0.3525

***

x) The following is a DFT calculation (ωB97M-V/def2-TZVPD) of a structure of composition C4H6O2.

```
! RIJCOSX wB97M-V def2-TZVPD def2/J DEFGRID3
* xyz 0 1
O 0.0806 1.8172 0.6439
C -0.6061 0.6849 0.2116
C -0.0054 0.1322 -1.0740
C 0.4783 -1.1745 -0.5493
O 1.0123 -2.1225 -1.0747
C 0.2207 -1.3410 0.7791
H -0.3144 2.1242 1.4758
H -1.6888 0.8554 0.1145
H 0.8306 0.7422 -1.4242
H -0.7067 0.0131 -1.9021
H -0.8142 -0.5162 1.2536
H 0.9831 -1.1750 1.5243
*
```

Results
- Kohn-Sham gap (alpha / beta) (hartree) = 0.3131 / 0.3131

***

y) The following is a DFT calculation (ωB97M-V/def2-TZVPD) of the molecule C4H6O2.

```
! RIJCOSX wB97M-V def2-TZVPD def2/J DEFGRID3
* xyz 0 1
C 0.9703 -0.2678 -1.1220
C -0.0318 0.4279 -0.2663
O -0.9518 1.4900 -0.5775
C -0.8066 1.0353 0.7783
C -0.9564 -0.4207 0.5659
O -0.1565 -1.1218 1.4789
H 1.0454 -1.2756 -0.7019
H 0.4430 -0.3961 -2.0770
H 1.9807 0.1143 -1.2723
H 0.6687 -0.5956 1.4922
H -0.7680 1.6461 1.6712
H -1.7783 -1.0087 0.1421
*
```

Results
- SMILES = C[C@]12O[C@H]1[C@@H]2O
- Kohn-Sham gap (hartree) = 0.3633

***

w) ends up most stable, edging out the next structure by 0.1168 hartree.

***

w) The following is a DFT calculation (ωB97M-V/def2-TZVPD) of the molecule C4H6O2.

```
! RIJCOSX wB97M-V def2-TZVPD def2/J DEFGRID3
* xyz 0 1
C -1.9526 0.0025 -0.2155
C -0.5532 0.5476 -0.1256
O -0.2470 1.6939 -0.3689
C 0.5336 -0.4510 0.3305
O 0.1940 -1.5064 0.8211
C 1.9642 -0.0369 0.1206
H -2.6203 0.7654 -0.6188
H -1.9626 -0.8875 -0.8524
H -2.2957 -0.3212 0.7726
H 2.6242 -0.7312 0.6431
H 2.1870 -0.0691 -0.9526
H 2.1284 0.9939 0.4459
*
```

Results
- SMILES = CC(=O)C(C)=O
- Kohn-Sham gap (hartree) = 0.3473

***

x) The following is a DFT calculation (ωB97M-V/def2-TZVPD) of the molecule C4H6O2.

```
! RIJCOSX wB97M-V def2-TZVPD def2/J DEFGRID3
* xyz 0 1
O -1.6665 1.0034 -0.2297
C -0.7980 0.3804 0.6694
C -0.0744 -0.9465 0.4099
C 0.5104 -0.4696 -0.9003
C 0.8807 0.5571 0.1931
O 1.1419 -0.5064 1.1120
H -1.3901 0.3051 1.6115
H -0.3937 -1.9317 0.7309
H -0.1660 -0.1766 -1.7059
H 1.3277 -1.1098 -1.2253
H -1.0886 1.6168 -0.6922
H 1.7165 1.2778 0.0265
*
```

Results
- Kohn-Sham gap (hartree) = 0.3837

***

w) ends up most stable, edging out the next structure by 0.1487 hartree.